Arrangement 1

2 unconnected molecules or ions with the total composition C5H14NS. Source: the Open Molecules 2025 dataset; level of theory: ωB97M-V/def2-TZVPD.

ORCA input file:
```
! wB97M-V def2-TZVPD RIJCOSX def2/J DEFGRID3
* xyz 1 1
C 0.56 1.59 0.94
C 0.27 0.60 -1.41
C -0.03 -2.02 -0.13
C -1.55 -0.53 1.04
C 0.48 0.40 0.04
N -0.13 -0.78 0.67
S 2.99 -0.31 0.26
H 0.80 1.30 1.96
H -0.36 2.16 0.94
H 1.34 2.26 0.59
H 0.81 1.48 -1.74
H -0.79 0.76 -1.63
H 0.60 -0.25 -2.01
H -0.38 -2.86 0.46
H -0.63 -1.94 -1.03
H 1.02 -2.19 -0.39
H -2.14 -0.37 0.13
H -1.95 -1.39 1.58
H -1.63 0.35 1.67
H 0.40 -0.93 1.54
H 3.41 0.36 -0.80
*
```

Values from the calculation:
orbital gap (alpha / beta): 7.766 / 7.707 eV
HOMO energy (alpha / beta): -0.4729 / -0.4722 Ha

***

Arrangement 2

2 unconnected molecules or ions with the total composition C5H14NS. Source: the Open Molecules 2025 dataset; level of theory: ωB97M-V/def2-TZVPD.

ORCA input file:
```
! wB97M-V def2-TZVPD RIJCOSX def2/J DEFGRID3
* xyz 1 1
C -2.63 -1.31 -0.27
C -1.24 -0.72 -0.38
C -0.19 -1.82 -0.56
S 1.55 -1.15 -0.56
H -3.40 -0.55 -0.29
H -2.85 -2.00 0.53
H -2.81 -1.84 -1.23
H -1.21 -0.01 -1.22
H -0.95 -0.15 0.51
H -0.29 -2.34 -1.53
H -0.22 -2.54 0.27
H 1.86 -1.22 0.78
C -0.13 2.22 0.70
C 0.11 2.20 1.99
N 0.94 1.95 -0.24
H -1.10 2.25 0.21
H -0.75 2.25 2.64
H 1.08 2.11 2.42
H 1.87 2.15 0.20
H 0.96 0.91 -0.41
H 0.86 2.42 -1.15
*
```

Values from the calculation:
orbital gap: 10.239 eV
HOMO energy: -0.4938 Ha

***

Relative energies, hartree: arrangement 1 0.0419; arrangement 2 0.0000.

***

Arrangement 1

2 unconnected molecules or ions with the total composition C3H9O2. Source: the Open Molecules 2025 dataset; level of theory: ωB97M-V/def2-TZVPD.

ORCA input file:
```
! wB97M-V def2-TZVPD RIJCOSX def2/J DEFGRID3
* xyz -1 1
C -1.45 -0.19 2.08
O -1.90 -0.54 0.85
H -2.29 0.27 2.72
H -0.70 0.55 2.01
H -1.10 -0.94 2.82
C 1.55 -0.11 -0.97
O 1.02 0.19 0.43
C 0.34 0.36 -1.88
H 1.68 -1.18 -1.10
H 2.45 0.53 -0.98
H 0.17 -0.34 0.27
H -0.44 0.63 -1.13
H -0.02 -0.42 -2.56
H 0.70 1.20 -2.55
*
```

Values from the calculation:
orbital gap: 6.269 eV
HOMO energy: -0.0824 Ha

***

Arrangement 2

2 unconnected molecules or ions with the total composition C3H9O2. Source: the Open Molecules 2025 dataset; level of theory: ωB97M-V/def2-TZVPD.

ORCA input file:
```
! wB97M-V def2-TZVPD RIJCOSX def2/J DEFGRID3
* xyz -1 1
C 2.04 -0.08 0.28
O 2.85 0.29 -0.68
C 0.52 0.52 0.34
C -0.55 -0.14 -0.38
H 1.88 -1.16 0.68
H 2.60 0.09 1.31
H 0.29 0.56 1.46
H 0.61 1.56 0.10
H -0.33 -1.32 -0.38
H -1.46 -0.11 0.12
H -0.54 0.14 -1.42
H -3.31 -0.77 -0.44
H -3.58 0.47 0.24
O -3.88 -0.44 0.29
*
```

Values from the calculation:
orbital gap: 5.581 eV
HOMO energy: -0.0725 Ha

***

Relative energies, hartree: arrangement 1 0.0033; arrangement 2 0.0000.

***

Arrangement 1

2 unconnected molecules or ions with the total composition C3H9O2. Source: the Open Molecules 2025 dataset; level of theory: ωB97M-V/def2-TZVPD.

ORCA input file:
```
! wB97M-V def2-TZVPD RIJCOSX def2/J DEFGRID3
* xyz -1 1
C -0.87 0.16 0.37
O -2.03 0.01 -0.32
C -0.28 -1.36 0.60
C -0.12 -2.11 -0.69
H 0.00 0.68 -0.25
H -0.85 0.79 1.30
H 0.75 -1.43 0.94
H -1.11 -1.85 1.25
H -0.18 -3.19 -0.65
H -1.02 -1.77 -1.36
H 0.84 -1.78 -1.28
H 1.70 2.77 0.48
H 2.79 2.04 -0.14
O 2.61 2.93 0.07
*
```

Values from the calculation:
orbital gap: 6.464 eV
HOMO energy: -0.0899 Ha

***

Arrangement 2

A molecular structure, C3H9O2. Source: the Open Molecules 2025 dataset; level of theory: ωB97M-V/def2-TZVPD.

ORCA input file:
```
! wB97M-V def2-TZVPD RIJCOSX def2/J DEFGRID3
* xyz -1 1
C -1.32 1.36 -1.86
O -1.37 1.10 -0.49
H -1.13 0.45 -2.44
H -2.27 1.78 -2.22
H -0.53 2.08 -2.13
H -0.83 0.12 -0.35
C 0.19 -1.02 1.13
O -0.23 -1.02 -0.19
C 1.68 -0.71 1.28
H 0.00 -2.00 1.60
H -0.37 -0.27 1.74
H 1.99 -0.65 2.33
H 1.91 0.25 0.80
H 2.28 -1.47 0.79
*
```

Values from the calculation:
orbital gap: 7.955 eV
HOMO energy: -0.1260 Ha

***

Relative energies, hartree: arrangement 1 0.0406; arrangement 2 0.0000.

***

Arrangement 1

2 unconnected molecules or ions with the total composition C2H5O2. Source: the Open Molecules 2025 dataset; level of theory: ωB97M-V/def2-TZVPD.

ORCA input file:
```
! wB97M-V def2-TZVPD RIJCOSX def2/J DEFGRID3
* xyz -1 1
H -2.66 0.34 1.75
H -3.39 0.21 1.93
O 0.51 0.85 1.02
O 2.53 0.44 0.05
C 1.27 0.36 0.14
C 0.57 -0.41 -1.01
H 0.32 0.30 -1.81
H 1.22 -1.20 -1.42
H -0.37 -0.88 -0.66
*
```

Values from the calculation:
orbital gap: 8.537 eV
HOMO energy: -0.1383 Ha

***

Arrangement 2

2 unconnected molecules or ions with the total composition C2H5O2. Source: the Open Molecules 2025 dataset; level of theory: ωB97M-V/def2-TZVPD.

ORCA input file:
```
! wB97M-V def2-TZVPD RIJCOSX def2/J DEFGRID3
* xyz -1 1
O 2.28 -1.16 0.16
H 1.32 -1.00 0.38
O -0.30 -0.46 0.33
C -0.76 0.52 -0.35
C -1.80 1.33 -0.04
H -0.25 0.74 -1.31
H -2.42 1.17 0.83
H -2.10 2.17 -0.66
H 2.16 -1.41 -0.77
*
```

Values from the calculation:
orbital gap: 7.207 eV
HOMO energy: -0.0944 Ha

***

Relative energies, hartree: arrangement 1 0.0000; arrangement 2 0.0126.

***

Arrangement 1

A molecular structure, C4H6N2O4. Source: the Open Molecules 2025 dataset; level of theory: ωB97M-V/def2-TZVPD.

ORCA input file:
```
! wB97M-V def2-TZVPD RIJCOSX def2/J DEFGRID3
* xyz 0 1
N 1.27 1.77 0.53
C -0.11 2.14 0.28
O -0.46 3.29 0.45
O -0.90 1.10 0.18
C -0.39 -0.69 -0.21
C 0.02 -1.15 -1.43
N -0.69 -2.30 -1.72
C -1.56 -2.41 -0.77
O -1.43 -1.47 0.18
H 1.78 2.45 1.09
H 1.75 1.46 -0.32
H 0.82 -0.77 -2.06
H -2.34 -3.15 -0.64
O 0.76 -0.66 1.38
H 1.34 0.53 1.16
H 0.13 -0.13 1.91
*
```

Values from the calculation:
orbital gap: 8.193 eV
HOMO energy: -0.3152 Ha

***

Arrangement 2

A molecular structure, C4H6N2O4. Source: the Open Molecules 2025 dataset; level of theory: ωB97M-V/def2-TZVPD.

ORCA input file:
```
! wB97M-V def2-TZVPD RIJCOSX def2/J DEFGRID3
* xyz 0 1
C -0.94 -0.12 -0.28
C 1.07 1.26 -0.34
C 1.78 0.13 0.25
C 1.24 -1.19 -0.33
H -3.02 0.70 -0.13
H -2.70 -0.91 -1.37
H -1.38 -0.82 1.48
H -0.36 0.48 1.45
H 2.83 0.18 0.05
H 1.74 0.26 1.31
N -2.16 -0.03 -0.84
N -1.17 0.06 1.10
O -0.19 1.13 -0.61
O 1.60 2.28 -0.58
O 1.79 -2.24 -0.40
O -0.14 -1.16 -0.75
*
```

Values from the calculation:
orbital gap: 10.336 eV
HOMO energy: -0.3659 Ha

***

Relative energies, hartree: arrangement 1 0.0887; arrangement 2 0.0000.